C22H18BeN4O2 | ωB97M-V with the def2-TZVPD basis set

The LUMO energy comes out at -0.02 eV. Its net charge is 0. The energy above the lowest of the compared OMol25 structures with the same formula, charge and spin is 34.6 kJ/mol. The value obtained for the total energy is -1233.50881 Ha. For the HOMO-LUMO gap, the calculation gives 8.066 eV.

XYZ file:
```
47
Properties=species:S:1:pos:R:3:forces:R:3:mulliken_charge:R:1
Be -4.711795 4.688795 16.805811 0.57 -0.55 0.36 -0.536
O -5.641395 3.353880 16.760082 -0.64 0.02 0.90 -0.430
C -6.689658 3.196730 17.560100 -0.53 1.50 0.20 0.814
C -7.769888 2.344551 17.187826 3.76 0.13 -0.63 -0.527
C -8.910118 2.268479 17.842398 -1.79 -0.86 0.43 -0.516
C -9.176609 3.034465 18.970043 0.43 -0.17 -0.58 -0.732
C -8.169362 3.808002 19.446459 0.18 0.69 -0.17 -0.691
C -6.931976 3.960221 18.771444 1.30 -0.31 -0.80 0.296
C -5.844963 4.824436 19.233433 -0.44 0.34 -1.98 -0.033
N -4.890624 5.229213 18.424537 -1.90 0.01 2.07 0.384
C -3.722024 5.846693 19.060973 -1.52 0.59 1.38 -0.728
C -2.620845 4.913835 18.680920 1.71 0.34 -0.07 -0.708
N -2.872889 4.652322 17.266355 -0.14 -1.02 0.40 0.235
C -1.974355 4.743993 16.386614 0.71 1.57 -1.21 -0.141
C -2.307205 4.844540 14.965247 -0.61 -0.84 -0.37 0.312
C -1.403824 4.490957 13.942294 0.50 0.22 -0.55 -0.459
C -1.712175 4.638689 12.574403 -0.38 -0.53 1.98 -0.811
C -2.974151 5.100363 12.276791 -1.43 1.36 -0.40 -0.374
C -3.892013 5.473408 13.257073 0.42 0.14 0.45 -0.432
C -3.621094 5.294921 14.621735 -0.25 -0.16 0.46 0.629
O -4.574287 5.571052 15.524497 0.70 -0.29 -0.67 -0.630
H -7.489926 1.640047 16.447704 -0.25 -0.46 -1.05 0.355
H -9.588638 1.527260 17.458116 -0.61 0.00 0.14 0.368
H -10.151366 3.023388 19.373994 -0.74 0.02 0.73 0.437
H -8.440149 4.421025 20.277368 0.42 0.46 0.68 0.356
H -5.882974 5.232754 20.232061 0.12 -0.17 0.49 0.379
H -3.875942 5.939625 20.168548 0.21 -0.43 -0.75 0.413
H -3.593296 6.896907 18.765561 0.21 -0.43 -0.63 0.286
H -2.628080 3.985249 19.290780 -0.21 0.47 -0.50 0.256
H -1.653618 5.441338 18.855825 -0.31 -0.60 -0.26 0.372
H -0.962905 5.107536 16.605846 0.15 -0.66 0.44 0.276
H -0.408276 4.099624 14.207377 -0.53 0.23 0.02 0.353
H -1.071312 4.317619 11.790772 0.65 -0.14 -0.30 0.440
H -3.282938 5.316607 11.246044 0.30 -0.35 0.28 0.363
H -4.822953 5.996012 13.086470 -0.15 -0.31 -0.55 0.453
N -8.741421 2.517154 12.639236 -0.84 0.04 0.18 -0.474
C -7.624470 2.281509 12.599167 0.17 0.25 -0.45 -0.072
C -6.222998 2.050655 12.454835 -0.49 0.43 1.66 0.660
C -5.477940 1.897011 13.615748 1.82 -0.42 -0.49 0.131
C -4.091853 1.661592 13.349605 -1.91 0.00 0.62 -0.447
N -3.557045 1.507421 12.145626 0.49 -0.28 1.54 -0.570
C -4.331899 1.667738 11.104014 0.43 0.65 -0.96 -0.558
C -5.645369 2.057863 11.212971 -1.10 -0.25 -1.87 -0.238
H -5.890555 1.952310 14.646223 0.43 0.02 -0.99 0.209
H -3.465592 1.519458 14.192846 0.79 0.00 0.59 0.513
H -3.771062 1.539111 10.184355 -0.62 0.11 -0.40 0.415
H -6.314340 2.292832 10.350499 0.92 -0.40 0.63 0.401
```
Positions in Å, forces in eV/Å.